143
Properties=species:S:1:pos:R:3:forces:R:3:mulliken_charge:R:1 method="wB97M-V/def2-TZVPD" e_lumo_ha=-0.02900 orbital_gap_ha=0.3007 charge=0 spin_multiplicity=1 smiles="C#CCc1cc2c(c(P(=O)(O)O)c1O)C(=O)c1c(O)c(CCCCCCCCCCCCOC)cc(COC(F)(F)F)c1C2=O.CN(C)C=O.CN(C)C=O.CN(C)C=O.CN(C)C=O.CN(C)C=O" homo_ev=-8.97
C 4.8132 -5.5833 0.6186 0.30 -0.26 0.49 0.07
C 5.0086 -4.4134 0.7738 0.02 0.17 -0.42 -0.91
C 5.2741 -2.9873 0.9010 -0.07 0.07 0.32 -0.55
C 4.3739 -2.1054 0.0833 -0.15 -0.10 0.10 1.15
C 3.3816 -1.3776 0.7064 0.28 0.06 -0.10 -1.20
C 2.6037 -0.5085 -0.0331 -0.25 0.19 0.09 0.25
C 2.7951 -0.3416 -1.3998 0.14 -0.53 -0.03 1.08
C 3.7617 -1.1152 -2.0595 -0.43 0.35 -0.27 0.01
P 4.1436 -1.0316 -3.8379 0.84 -0.15 -0.11 1.03
O 5.3815 -0.3046 -4.1030 0.00 0.09 0.01 -0.72
O 2.8894 -0.4927 -4.6529 -0.19 -0.26 0.08 -0.49
O 4.2711 -2.5526 -4.3338 -0.48 0.19 0.15 -0.52
C 4.5429 -1.9744 -1.2906 0.43 -0.06 -0.05 -0.03
O 5.5507 -2.6996 -1.8856 -0.08 0.16 0.20 -0.59
C 1.9587 0.7067 -2.0498 -0.26 0.18 0.04 -0.85
O 2.3856 1.4620 -2.8839 0.19 0.09 -0.14 -0.47
C 0.5600 0.8055 -1.5320 0.21 -0.03 0.13 0.61
C -0.5096 1.1119 -2.3560 -0.14 0.05 -0.41 0.26
O -0.2961 1.2635 -3.7085 0.20 -0.32 0.24 -0.68
C -1.7946 1.2452 -1.8265 -0.19 -0.01 0.11 0.64
C -3.0000 1.5551 -2.6775 0.03 0.21 0.14 -1.04
C -3.9246 2.6398 -2.0767 0.22 -0.56 0.14 -1.11
C -5.0869 2.0688 -1.2486 -0.09 0.56 0.05 -0.53
C -6.4216 2.7991 -1.4253 0.13 -0.29 0.53 -0.84
C -7.3857 2.4638 -0.2634 0.04 -0.13 -0.38 -0.82
C -8.8167 2.0701 -0.6927 0.35 -0.02 0.56 -0.98
C -9.2739 0.6781 -0.1837 0.10 0.35 -0.90 0.27
C -9.8394 -0.1847 -1.3256 -0.53 -0.07 0.48 -0.88
C -10.8608 -1.2957 -0.9412 0.67 0.00 0.26 -0.58
C -10.9447 -1.6203 0.5504 -0.99 0.66 -0.11 0.23
C -11.8839 -2.7947 0.9359 0.48 -0.21 -0.18 -0.68
C -12.7147 -3.3689 -0.1822 -0.40 0.21 -0.15 -0.38
O -13.5337 -4.4026 0.3338 0.19 -0.10 0.12 -0.36
C -14.3805 -4.9449 -0.6410 -0.16 -0.04 -0.14 -0.76
C -1.9616 1.0555 -0.4678 0.17 -0.01 -0.06 -0.44
C -0.9104 0.7351 0.3761 0.00 -0.05 0.29 0.22
C -1.2407 0.5398 1.8363 0.17 0.49 -0.26 -1.13
O -2.4555 -0.2169 1.9897 0.04 -0.01 0.23 -0.38
C -2.3683 -1.5435 1.8561 -0.21 0.31 -0.09 1.04
F -3.5665 -2.0456 2.1526 -0.08 -0.20 0.12 -0.28
F -2.0733 -1.9291 0.6045 0.14 -0.11 -0.19 -0.26
F -1.4573 -2.1032 2.6561 0.12 -0.08 0.14 -0.28
C 0.3616 0.6073 -0.1610 -0.24 0.22 -0.12 -0.11
C 1.5519 0.2838 0.6569 0.13 -0.08 -0.14 0.15
O 1.6659 0.6211 1.8141 -0.04 -0.08 0.33 -0.66
H 4.8065 -6.6407 0.6930 -0.26 -0.15 -0.27 0.51
H 5.1502 -2.7004 1.9431 0.06 0.05 0.09 0.32
H 6.3157 -2.7838 0.6625 0.13 -0.01 -0.11 0.27
H 3.2514 -1.4536 1.7747 -0.07 0.07 0.12 0.50
H 2.0278 -0.6785 -4.2633 -0.07 0.21 -0.06 0.36
H 3.3922 -2.9218 -4.4834 0.13 -0.24 -0.12 0.35
H 6.3393 -2.1416 -1.8952 0.08 -0.02 -0.19 0.33
H -0.9830 0.7680 -4.1653 -0.12 0.19 -0.14 0.34
H -2.6914 1.8723 -3.6688 0.07 -0.05 -0.14 0.44
H -3.5698 0.6303 -2.7667 -0.09 -0.10 -0.28 0.41
H -3.3137 3.2530 -1.4172 0.01 0.31 -0.09 0.47
H -4.2794 3.2787 -2.8801 -0.20 0.03 -0.08 0.49
H -4.8278 2.1615 -0.1947 0.05 -0.19 0.16 0.35
H -5.2421 1.0100 -1.4541 0.04 -0.15 -0.01 0.34
H -6.2282 3.8694 -1.4365 -0.07 0.16 -0.25 0.35
H -6.8659 2.4961 -2.3702 -0.04 0.18 -0.22 0.39
H -6.9503 1.6346 0.2926 0.01 -0.13 0.10 0.40
H -7.3955 3.3009 0.4303 -0.08 0.09 0.11 0.46
H -9.5063 2.8100 -0.2930 -0.17 0.14 -0.20 0.32
H -8.8745 2.1193 -1.7766 -0.11 -0.04 -0.16 0.45
H -10.0141 0.8408 0.5896 -0.01 -0.24 0.24 0.23
H -8.4059 0.1659 0.2205 -0.04 -0.11 0.43 -0.22
H -10.3370 0.4831 -2.0252 0.03 0.06 -0.22 0.40
H -9.0064 -0.6458 -1.8511 0.16 0.07 -0.16 0.26
H -11.8401 -1.0014 -1.3039 -0.19 -0.09 -0.16 0.21
H -10.5510 -2.2021 -1.4563 -0.18 -0.12 -0.27 0.25
H -9.9628 -1.8105 0.9725 -0.45 0.38 -0.34 0.12
H -11.3527 -0.7410 1.0464 0.05 0.23 0.10 0.19
H -11.2671 -3.6016 1.3291 -0.28 0.04 -0.02 0.18
H -12.5569 -2.4955 1.7350 -0.11 0.08 0.10 0.24
H -12.0963 -3.7765 -0.9864 0.15 -0.06 -0.05 0.38
H -13.3533 -2.6039 -0.6417 -0.07 0.09 -0.01 0.34
H -15.2975 -4.3597 -0.7571 -0.06 0.12 0.02 0.27
H -14.6507 -5.9538 -0.3439 -0.05 -0.10 0.10 0.27
H -13.9018 -4.9965 -1.6231 0.14 -0.04 -0.04 0.31
H -2.9464 1.1435 -0.0370 -0.13 -0.01 0.00 0.42
H -1.4728 1.5131 2.2589 -0.08 0.05 0.19 0.23
H -0.4203 0.1376 2.4143 -0.03 -0.32 0.05 0.63
C 8.1655 3.5725 -2.0171 -0.01 -0.18 -0.09 -0.75
N 7.8105 2.2386 -1.5605 0.02 0.07 0.04 0.31
C 7.7929 1.1443 -2.5208 0.01 -0.06 0.23 -0.82
C 7.5017 1.9741 -0.2874 0.09 0.04 -0.04 0.06
O 7.2239 0.8672 0.1559 0.01 -0.02 -0.10 -0.60
H 7.4559 3.9030 -2.7781 0.02 0.06 0.02 0.31
H 9.1679 3.5695 -2.4469 -0.12 0.08 0.03 0.23
H 8.1337 4.2685 -1.1801 -0.02 -0.02 0.02 0.30
H 6.7962 0.7149 -2.5819 -0.01 -0.04 -0.12 0.19
H 8.4916 0.3685 -2.1994 -0.01 -0.02 -0.08 0.30
H 8.0817 1.5098 -3.5017 0.00 0.06 0.01 0.34
H 7.5367 2.8685 0.3589 -0.03 0.01 0.00 0.25
C 9.5966 -0.4205 3.1577 -0.12 -0.15 0.06 -0.97
N 8.2702 -0.9839 3.3004 0.11 -0.07 0.06 0.18
C 8.1166 -2.3040 3.8890 -0.10 0.11 -0.08 -0.90
C 7.1670 -0.3213 2.9018 0.04 0.38 -0.13 0.17
O 6.0348 -0.7588 2.9920 -0.15 -0.18 0.13 -0.67
H 10.2153 -1.0595 2.5241 0.05 0.05 -0.01 0.35
H 10.0764 -0.3237 4.1340 0.06 0.03 -0.02 0.38
H 9.5293 0.5642 2.7005 -0.04 0.00 -0.03 0.28
H 7.6347 -2.9808 3.1824 0.01 -0.05 0.03 0.24
H 7.4933 -2.2488 4.7819 0.00 -0.05 0.01 0.29
H 9.0949 -2.6969 4.1538 0.03 0.01 -0.01 0.40
H 7.3793 0.6654 2.4624 -0.01 -0.13 0.07 0.25
C 14.5540 3.6591 -3.1790 -0.11 -0.15 0.02 -0.92
N 13.1527 3.2922 -3.2183 0.14 -0.02 0.03 0.11
C 12.7679 1.9167 -2.9452 -0.09 0.10 -0.04 -0.88
C 12.1857 4.1819 -3.5009 -0.05 0.06 -0.04 0.12
O 10.9990 3.9138 -3.5452 0.08 0.00 -0.02 -0.62
H 15.1183 3.0822 -3.9141 0.05 0.04 0.01 0.34
H 14.9693 3.4674 -2.1877 0.05 0.03 -0.01 0.34
H 14.6649 4.7172 -3.4056 -0.02 0.02 -0.01 0.29
H 12.2448 1.4945 -3.8033 -0.01 -0.04 0.02 0.28
H 12.0964 1.8765 -2.0869 0.00 -0.04 0.00 0.27
H 13.6579 1.3286 -2.7372 0.03 0.02 0.00 0.37
H 12.5687 5.1974 -3.6946 0.01 -0.01 0.00 0.26
C -5.9104 -4.1674 2.4617 -0.20 -0.18 0.06 -0.78
N -7.3547 -4.2571 2.3656 0.07 0.12 -0.06 0.18
C -8.0372 -5.4376 2.8672 -0.08 0.09 -0.05 -1.00
C -8.0907 -3.2715 1.8203 0.24 -0.14 0.09 0.27
O -9.3018 -3.2901 1.7099 1.17 -1.08 0.74 -0.70
H -5.4426 -4.9853 1.9097 0.06 0.03 0.01 0.35
H -5.5955 -4.2203 3.5057 0.06 0.02 -0.02 0.34
H -5.5760 -3.2246 2.0426 0.00 0.03 -0.02 0.20
H -8.5931 -5.9220 2.0640 -0.01 -0.03 0.03 0.29
H -8.7460 -5.1604 3.6478 -0.01 -0.04 0.00 0.29
H -7.3048 -6.1314 3.2717 0.03 0.01 0.00 0.42
H -7.4801 -2.4203 1.4713 0.00 0.03 -0.01 0.04
C 3.8040 3.3605 3.8105 -0.09 0.14 0.06 -0.87
N 2.5430 4.0527 3.9974 0.15 0.02 0.03 0.11
C 2.5268 5.3485 4.6526 -0.11 -0.08 -0.06 -0.99
C 1.3779 3.5258 3.5774 -0.12 -0.14 -0.09 0.55
O 0.2898 4.0613 3.7050 0.02 0.06 0.03 -0.67
H 4.2768 3.1654 4.7754 0.05 -0.04 -0.03 0.32
H 4.4820 3.9635 3.2024 0.04 -0.04 -0.01 0.34
H 3.6343 2.4110 3.3064 -0.02 -0.02 0.00 0.26
H 1.9060 5.3113 5.5483 0.01 0.05 0.01 0.29
H 2.1102 6.1040 3.9856 0.00 0.03 0.03 0.29
H 3.5417 5.6264 4.9261 0.02 -0.02 -0.01 0.40
H 1.4983 2.5456 3.0953 0.01 -0.02 -0.01 0.01